Computed, not measured: an isolated ion of composition C4H11NS and charge +1 in a non-equilibrium geometry, with the ωB97M-V functional and the def2-TZVPD basis.

```
17
Properties=species:S:1:pos:R:3:mulliken_spin:R:1
C 0.829 1.206 0.147 0.083
C 0.999 -0.042 1.158 -0.002
S 1.857 -1.359 0.262 0.046
C -0.194 0.974 -0.956 0.009
N -1.454 0.254 -0.678 0.683
C -1.653 -1.123 -0.529 0.022
H 1.730 1.383 -0.469 0.009
H 0.534 2.057 0.784 -0.001
H 1.582 0.253 1.980 0.000
H 0.037 -0.469 1.710 -0.001
H 2.759 -1.656 1.174 -0.001
H 0.307 0.488 -1.730 -0.007
H -0.494 2.097 -1.338 0.049
H -1.739 0.647 0.197 -0.015
H -1.244 -1.620 -1.456 0.012
H -1.098 -1.764 0.221 0.087
H -2.758 -1.326 -0.478 0.025
```

Net charge = +1
DFT total energy = -16641.5641 eV
Relative energy (zero: lowest compared OMol25 entry of this formula, charge and spin) = 1.692 eV
Orbital gap (spin up / spin down) = 10.16 / 4.73 eV
LUMO energy (spin up / spin down) = -3.08 / -8.35 eV
Spin multiplicity = 2